(1)
A structure of composition C17H7Cl4N10O2SY, computed with wB97M-V/def2-TZVPD.

```
! RIJCOSX wB97M-V def2-TZVPD def2/J DEFGRID3
* xyz -2 1
Y -0.201 -0.345 0.474
S 0.397 1.721 4.961
C -0.339 0.200 5.262
C -0.579 -0.482 4.106
C -0.143 0.175 2.908
C 0.402 1.387 3.252
C 0.976 2.312 2.277
C 1.584 3.523 2.615
C 2.115 4.311 1.612
C 2.034 3.888 0.294
C 1.411 2.678 0.033
N 0.895 1.916 0.995
H -0.570 -0.102 6.272
H -1.052 -1.456 4.099
H 1.643 3.829 3.651
H 2.594 5.252 1.856
H 2.441 4.470 -0.520
H 1.314 2.288 -0.971
N -3.911 0.143 -0.575
C -2.999 0.992 -1.154
N -3.362 1.921 -2.026
N -2.210 2.551 -2.330
N -1.225 2.024 -1.702
N -1.683 1.004 -0.923
C -3.624 -0.958 0.196
N -4.561 -1.781 0.638
N -3.877 -2.691 1.364
N -2.620 -2.443 1.338
N -2.402 -1.328 0.586
H -4.859 0.230 -0.896
Cl 5.695 -4.141 0.027
C 4.472 -2.948 -0.289
C 4.760 -1.849 -1.072
Cl 6.348 -1.640 -1.746
C 3.762 -0.895 -1.324
Cl 4.106 0.517 -2.277
C 2.476 -1.028 -0.811
O 1.514 -0.170 -0.987
C 2.178 -2.174 0.014
O 0.977 -2.243 0.516
C 3.188 -3.101 0.255
Cl 2.811 -4.462 1.263
*
```

The LUMO energy is 4.02 eV. The electronic energy is -3627.62101 Eh. The strongest force on any atom is 0.006 Eh/bohr. The HOMO-LUMO gap is 0.231 hartree.

---

(2)
A structure of composition C28H31ClNO4SScSe4Si, computed with wB97M-V/def2-TZVPD.

```
! RIJCOSX wB97M-V def2-TZVPD def2/J DEFGRID3
* xyz -2 1
Sc 2.084 0.024 0.749
Se 1.034 1.429 2.972
Se 2.989 2.058 4.104
Se 4.206 0.075 3.989
Se 4.687 -0.054 1.701
C 3.512 4.234 -0.543
C 2.089 4.157 -1.098
C 1.462 3.144 -0.163
O 2.487 2.148 -0.032
C 3.774 2.816 -0.024
H 3.552 4.950 0.282
H 4.247 4.528 -1.292
H 2.095 3.755 -2.112
H 1.567 5.115 -1.090
H 0.574 2.656 -0.549
H 1.245 3.561 0.826
H 4.426 2.245 -0.681
H 4.172 2.792 0.989
Cl -1.235 -3.778 7.057
C -0.455 -3.552 5.500
C -0.553 -4.558 4.552
C 0.065 -4.375 3.326
C 0.759 -3.203 3.050
C 0.842 -2.209 4.016
C 0.235 -2.380 5.252
C 1.395 -3.029 1.686
O 1.521 -4.001 0.955
O 1.795 -1.836 1.429
H -1.107 -5.460 4.775
H 0.017 -5.135 2.557
H 1.370 -1.289 3.797
H 0.291 -1.605 6.004
S 3.303 -0.755 -1.585
C 3.402 0.619 -2.534
N 3.486 1.557 -3.216
C -2.262 -0.330 1.595
C -2.484 0.528 0.339
C -3.908 0.276 -0.162
C -2.329 2.008 0.704
Si -1.096 0.050 -0.874
O 0.303 0.124 -0.091
C -1.395 -1.706 -1.492
C -0.513 -2.712 -1.095
C -0.692 -4.031 -1.493
C -1.760 -4.366 -2.312
C -2.640 -3.376 -2.738
C -2.454 -2.062 -2.332
C -1.044 1.152 -2.413
C 0.209 1.347 -3.001
C 0.365 2.092 -4.162
C -0.745 2.662 -4.768
C -2.004 2.477 -4.210
C -2.147 1.729 -3.048
H -3.001 -0.067 2.362
H -1.269 -0.175 2.022
H -2.369 -1.396 1.376
H -4.622 0.490 0.644
H -4.055 -0.764 -0.464
H -4.173 0.920 -1.004
H -3.072 2.293 1.460
H -2.472 2.653 -0.169
H -1.341 2.214 1.123
H 0.340 -2.461 -0.478
H 0.014 -4.780 -1.156
H -1.906 -5.393 -2.627
H -3.467 -3.630 -3.392
H -3.140 -1.300 -2.690
H 1.084 0.908 -2.539
H 1.360 2.217 -4.572
H -0.633 3.249 -5.673
H -2.876 2.919 -4.680
H -3.141 1.601 -2.636
*
```

The LUMO energy is 4.06 eV. The electronic energy is -12956.07866 Eh. The strongest force on any atom is 0.010 Eh/bohr. The HOMO-LUMO gap is 0.222 hartree. The calculation puts the relative energy (zero: lowest compared OMol25 entry of this formula, charge and spin) at 0.0 kcal per mole.

---

(3)
The molecule C4H7FN2O in a non-equilibrium geometry, computed with wB97M-V/def2-TZVPD.

```
! RIJCOSX wB97M-V def2-TZVPD def2/J DEFGRID3
* xyz 0 1
H -0.923 0.252 1.555
N -0.161 0.587 2.225
C 0.990 0.220 1.851
N 1.357 -0.607 0.769
C 0.414 -1.234 -0.025
C -0.480 -0.579 -0.813
F -1.347 -1.352 -1.518
C -0.669 0.899 -1.020
O -0.789 1.194 -2.408
H 1.872 0.500 2.482
H 2.343 -0.882 0.903
H 0.336 -2.349 -0.094
H 0.177 1.463 -0.630
H -1.565 1.236 -0.463
H -1.555 0.651 -2.816
*
```

The LUMO energy is 0.71 eV. The electronic energy is -441.17983 Eh. Its SMILES is [H]/N=C\N/C=C(/F)CO. The strongest force on any atom is 0.051 Eh/bohr. The HOMO-LUMO gap is 0.358 hartree. The calculation puts the relative energy (zero: lowest compared OMol25 entry of this formula, charge and spin) at 44.8 kcal per mole.

---

(4)
A structure of composition C18H12Cl5N6OSTi in a non-equilibrium geometry, computed with wB97M-V/def2-TZVPD.

```
! RIJCOSX wB97M-V def2-TZVPD def2/J DEFGRID3
* xyz -1 3
Ti 0.416 -0.075 0.919
Cl -0.607 -2.398 3.310
C -1.395 -0.857 3.328
C -0.944 0.110 2.412
C -1.504 1.377 2.596
Cl -0.762 2.636 1.655
C -2.511 1.663 3.500
Cl -3.174 3.253 3.620
C -2.990 0.646 4.321
Cl -4.297 0.941 5.403
C -2.391 -0.612 4.262
Cl -2.888 -1.844 5.361
N 1.954 -0.090 2.102
C 2.842 -0.755 2.505
N 3.797 -1.360 3.038
C 4.537 -2.403 2.801
N 5.249 -3.309 2.666
C -2.382 1.650 -3.642
N -1.910 1.703 -2.274
C -0.564 2.220 -2.025
C -0.083 1.272 -0.956
O 1.074 1.213 -0.381
N -1.047 0.383 -0.651
C -2.086 0.601 -1.428
N -3.232 -0.176 -1.461
H -2.651 2.651 -3.984
H -3.259 1.010 -3.694
H -1.620 1.246 -4.323
H -0.595 3.263 -1.675
H 0.084 2.178 -2.915
H -3.184 -0.892 -0.750
H -4.095 0.352 -1.392
S 0.326 -2.322 0.106
C 1.558 -1.715 -1.006
C 1.228 -1.258 -2.287
C 2.214 -0.795 -3.143
C 3.546 -0.805 -2.755
C 3.889 -1.297 -1.503
C 2.906 -1.751 -0.638
H 0.190 -1.273 -2.595
H 1.943 -0.424 -4.125
H 4.318 -0.452 -3.427
H 4.928 -1.337 -1.198
H 3.173 -2.166 0.323
*
```

The LUMO energy (spin up / spin down) is 2.31 / 2.30 eV. The electronic energy is -4645.63833 Eh. The strongest force on any atom is 0.050 Eh/bohr. The HOMO-LUMO gap (spin up / spin down) is 0.187 / 0.284 hartree. The calculation puts the relative energy (zero: lowest compared OMol25 entry of this formula, charge and spin) at 0.0 kcal per mole.